Record 1
ORCA calculation (ωB97M-V/def2-TZVPD) on a cluster of 2 separate species, C5H14N3 in total.

The value obtained for the LUMO energy is -6.6 eV. For the relative energy (zero: lowest compared OMol25 entry of this formula, charge and spin), the calculation gives 5.663 eV. The HOMO-LUMO gap comes out at 7.58 eV. The molecular weight is 116.19 u. As for the charge: +1.

Positions of all 22 atoms, in Å:
C: 1.200 -2.596 -0.054
C: 0.747 -1.127 -0.374
C: 1.493 -0.077 0.407
C: 1.249 1.166 -0.416
N: -2.282 1.624 0.068
C: -0.976 1.761 0.143
N: -0.175 1.137 -0.675
N: -0.571 -0.919 0.011
H: 2.286 -2.633 -0.088
H: 0.851 -2.876 0.931
H: 0.822 -3.300 -0.779
H: 0.854 -0.891 -1.447
H: 2.559 -0.215 0.584
H: 1.068 -0.037 1.407
H: 1.524 2.032 0.198
H: 1.856 1.193 -1.312
H: -2.911 2.269 0.519
H: -2.676 0.846 -0.440
H: -0.602 2.392 0.946
H: -2.080 -3.892 3.440
H: -1.184 -1.548 -0.564
H: -1.369 -3.682 3.458

For each atom in turn, the Löwdin charge in e is: atom 1 (C): 0.017, atom 2 (C): -0.484, atom 3 (C): -0.155, atom 4 (C): -0.186, atom 5 (N): 0.187, atom 6 (C): -0.202, atom 7 (N): 0.063, atom 8 (N): 0.262, atom 9 (H): 0.094, atom 10 (H): 0.082, atom 11 (H): 0.081, atom 12 (H): 0.159, atom 13 (H): 0.132, atom 14 (H): 0.129, atom 15 (H): 0.137, atom 16 (H): 0.129, atom 17 (H): 0.133, atom 18 (H): 0.127, atom 19 (H): 0.162, atom 20 (H): 0.006, atom 21 (H): 0.130, atom 22 (H): -0.003

Record 2
ORCA calculation (ωB97M-V/def2-TZVPD) on a cluster of 3 separate species, C5H14N3O2 in total.

The value obtained for the LUMO energy is -2.7 eV. For the relative energy (zero: lowest compared OMol25 entry of this formula, charge and spin), the calculation gives 0.384 eV. The HOMO-LUMO gap comes out at 10.54 eV. The molecular weight is 148.19 u. As for the charge: +1.

Positions of all 24 atoms, in Å:
C: -0.416 -0.231 -2.037
C: -0.591 1.045 -1.191
C: -0.697 0.788 0.258
C: -1.667 0.896 1.186
N: -1.081 0.513 2.399
C: 0.197 0.276 2.207
N: 0.477 0.432 0.917
N: 0.757 -1.005 -1.591
H: -1.348 -0.780 -1.907
H: -0.244 0.114 -3.051
H: 0.198 1.749 -1.472
H: -1.442 1.592 -1.606
H: -2.654 1.317 1.139
H: -1.611 0.269 3.221
H: 0.880 -0.182 2.898
H: 1.157 -0.115 0.386
H: 1.343 -1.325 -2.349
H: 0.384 -1.889 -1.252
H: 0.365 -3.038 1.934
H: -0.813 -2.509 1.055
O: -0.240 -2.303 1.797
H: 2.584 0.804 -2.044
H: 2.949 0.364 -3.540
O: 2.288 0.746 -2.952

For each atom in turn, the Löwdin charge in e is: atom 1 (C): -0.233, atom 2 (C): -0.129, atom 3 (C): -0.222, atom 4 (C): 0.031, atom 5 (N): 0.122, atom 6 (C): -0.086, atom 7 (N): 0.152, atom 8 (N): -0.015, atom 9 (H): 0.116, atom 10 (H): 0.112, atom 11 (H): 0.121, atom 12 (H): 0.130, atom 13 (H): 0.140, atom 14 (H): 0.181, atom 15 (H): 0.159, atom 16 (H): 0.150, atom 17 (H): 0.072, atom 18 (H): 0.071, atom 19 (H): 0.065, atom 20 (H): 0.051, atom 21 (O): -0.037, atom 22 (H): 0.036, atom 23 (H): 0.061, atom 24 (O): -0.049

Record 3
ORCA calculation (ωB97M-V/def2-TZVPD) on a cluster of 3 separate species, C5H14N4 in total.

The value obtained for the LUMO energy is 0.9 eV. For the relative energy (zero: lowest compared OMol25 entry of this formula, charge and spin), the calculation gives 2.133 eV. The HOMO-LUMO gap comes out at 9.87 eV. The molecular weight is 130.19 u. As for the charge: 0. Its SMILES is [H]/N=C(/C)NN.C=C=N.C.

Positions of all 23 atoms, in Å:
C: 1.529 -1.932 -0.266
N: -0.446 -1.908 1.111
C: 0.068 -1.634 -0.134
N: -1.730 -1.502 1.522
N: -0.581 -1.212 -1.135
H: 0.196 -2.017 1.882
H: -1.842 -0.491 1.395
H: -2.428 -1.981 0.956
H: -1.568 -1.030 -0.962
H: 1.752 -2.924 0.121
H: 1.809 -1.873 -1.312
H: 2.095 -1.193 0.299
C: -0.835 1.660 1.374
C: 0.080 2.029 -2.130
C: 0.428 1.474 1.151
N: 1.569 1.106 0.983
H: 2.316 1.746 0.756
H: -1.201 1.867 2.364
H: -1.535 1.692 0.560
H: 0.085 2.694 -1.275
H: -0.764 2.269 -2.765
H: 0.005 0.999 -1.804
H: 0.997 2.160 -2.691

For each atom in turn, the Löwdin charge in e is: atom 1 (C): -0.044, atom 2 (N): -0.059, atom 3 (C): -0.540, atom 4 (N): 0.016, atom 5 (N): 0.114, atom 6 (H): 0.127, atom 7 (H): 0.036, atom 8 (H): 0.077, atom 9 (H): 0.035, atom 10 (H): 0.076, atom 11 (H): 0.078, atom 12 (H): 0.048, atom 13 (C): -0.027, atom 14 (C): -0.046, atom 15 (C): -0.285, atom 16 (N): 0.173, atom 17 (H): 0.086, atom 18 (H): 0.063, atom 19 (H): 0.060, atom 20 (H): 0.000, atom 21 (H): 0.018, atom 22 (H): -0.020, atom 23 (H): 0.017